Computed, not measured: C6H12O in the gas phase, with ωB97M-V/def2-TZVPD.

Last column: Löwdin charge in e.
Cartesian coordinates (Å):
C 3.14 -0.18 0.38  -0.0738
C 1.99 0.34 -0.48  -0.2835
O 0.83 0.65 0.28  -0.1386
C -0.20 -0.25 -0.09  -0.2266
C -1.53 -0.11 0.60  -0.2651
C -2.70 -0.48 -0.28  -0.1320
C -2.56 0.92 0.22  -0.1150
H 3.80 -0.82 -0.22  0.0724
H 3.75 0.63 0.80  0.0698
H 2.74 -0.77 1.21  0.0774
H 1.74 -0.42 -1.22  0.1042
H 2.29 1.23 -1.04  0.1184
H -0.38 -0.14 -1.18  0.1226
H 0.14 -1.28 0.08  0.1340
H -1.57 -0.47 1.63  0.1378
H -2.47 -0.66 -1.33  0.0982
H -3.49 -1.12 0.11  0.0968
H -2.29 1.71 -0.48  0.1043
H -3.25 1.23 1.00  0.0988

Its SMILES is CCOCC1CC1. Its total energy is -310.99389 Ha.

---

Computed, not measured: 2 unconnected molecules or ions with the total composition C3H8NS at a distorted geometry, with ωB97M-V/def2-TZVPD.

Last column: Löwdin charge in e.
Cartesian coordinates (Å):
C -0.15 -0.03 2.22  -0.7251
S 1.63 -0.56 2.26  -0.1415
H -0.13 0.97 1.74  -0.0186
H -0.46 0.13 3.28  -0.0277
H -0.70 -0.62 1.49  -0.0301
C 0.96 -0.06 -1.06  -0.2758
C -1.20 0.17 -1.87  -0.3966
N -0.08 0.79 -1.71  -0.2558
H 0.72 -0.12 0.03  -0.0513
H 0.95 -1.07 -1.46  0.0178
H 1.93 0.47 -1.16  0.0381
H -2.01 0.69 -2.40  -0.0795
H -1.47 -0.77 -1.34  -0.0538

Its total energy is -571.85346 Ha. As for the net charge: -2. Its spin multiplicity is 2. As for the expectation value of S²: 0.75.

---

Computed, not measured: a molecular structure, C42H37AuN2OP2 at a distorted geometry, with ωB97M-V/def2-TZVPD.

Last column: Löwdin charge in e.
Cartesian coordinates (Å):
Au 0.79 1.37 -1.03  0.5817
C 0.18 -4.61 2.82  -0.0209
C -0.93 -3.55 2.62  -0.4106
C -2.20 -3.99 3.39  -0.0354
C -0.43 -2.21 3.18  -0.0868
C -0.38 -1.89 4.55  -0.0186
C 0.04 -0.63 4.98  -0.0695
C 0.41 0.35 4.05  -0.0806
C 0.39 0.07 2.68  -0.2511
P 0.75 1.30 1.36  0.9965
C 1.91 2.45 2.16  -0.3591
C 3.16 1.96 2.58  -0.1061
C 4.11 2.79 3.17  -0.0943
C 3.84 4.15 3.33  -0.1027
C 2.62 4.66 2.91  -0.0851
C 1.66 3.82 2.33  -0.0739
C -0.81 2.24 1.19  -0.3801
C -0.99 3.00 0.03  -0.2228
C -2.16 3.73 -0.19  -0.0835
C -3.18 3.71 0.76  -0.1042
C -3.02 2.96 1.92  -0.1033
C -1.85 2.23 2.13  -0.0873
C 0.02 -1.23 2.29  -0.1950
O 0.18 -1.51 0.96  -0.0235
C -0.72 -2.37 0.39  -0.1938
C -1.01 -2.13 -0.97  -0.2411
C -1.82 -3.06 -1.62  -0.0718
C -2.32 -4.18 -0.94  -0.0678
C -2.04 -4.37 0.42  -0.0165
C -1.25 -3.44 1.12  -0.0853
P -0.35 -0.60 -1.75  0.9936
C 0.45 -1.30 -3.23  -0.3269
C -0.21 -1.55 -4.44  -0.0845
C 0.49 -2.09 -5.53  -0.0768
C 1.84 -2.38 -5.43  -0.0904
C 2.51 -2.15 -4.23  -0.0749
C 1.82 -1.61 -3.14  -0.1156
C -1.83 0.28 -2.35  -0.3806
C -3.09 0.13 -1.75  -0.0863
C -4.20 0.85 -2.20  -0.0892
C -4.06 1.75 -3.25  -0.1017
C -2.82 1.94 -3.84  -0.0872
C -1.71 1.22 -3.39  -0.1347
H 0.43 -4.73 3.88  0.0875
H 1.10 -4.34 2.29  0.0960
H -0.14 -5.59 2.44  0.0874
H -2.02 -4.11 4.47  0.0755
H -2.58 -4.96 3.06  0.0752
H -3.01 -3.26 3.27  0.1015
H -0.67 -2.62 5.30  0.1093
H 0.06 -0.40 6.04  0.1029
H 0.69 1.34 4.42  0.1138
H 3.40 0.90 2.45  0.1038
H 5.07 2.38 3.48  0.0990
H 4.59 4.80 3.78  0.0985
H 2.41 5.72 3.03  0.1015
H 0.73 4.27 2.01  0.1031
H -0.22 3.03 -0.74  -0.1359
H -2.28 4.30 -1.11  0.0993
H -4.10 4.27 0.58  0.0952
H -3.82 2.93 2.66  0.0934
H -1.78 1.65 3.05  0.0901
H -2.08 -2.93 -2.67  0.1073
H -2.94 -4.90 -1.47  0.1030
H -2.44 -5.25 0.91  0.1099
H -1.27 -1.35 -4.56  0.1047
H -0.04 -2.27 -6.47  0.1037
H 2.38 -2.80 -6.28  0.1018
H 3.56 -2.38 -4.14  0.1029
H 2.36 -1.44 -2.21  0.0374
H -3.22 -0.53 -0.89  0.1031
H -5.16 0.72 -1.71  0.1002
H -4.93 2.32 -3.60  0.0979
H -2.70 2.66 -4.65  0.1012
H -0.75 1.41 -3.85  0.0950
N 4.60 0.70 -2.38  0.0676
C 4.64 2.07 -2.38  -0.0894
C 3.40 2.46 -1.93  -0.1279
N 2.61 1.37 -1.67  -0.1852
C 3.36 0.33 -1.95  -0.1820
H 5.34 0.07 -2.66  0.1540
H 5.52 2.62 -2.68  0.1098
H 3.03 3.47 -1.79  0.1024
H 3.06 -0.71 -1.86  0.0589
H 0.03 2.69 -1.56  -0.0254

Its total energy is -2625.60781 Ha.

---

Computed, not measured: C5H7NO in the gas phase, with ωB97M-V/def2-TZVPD.

Last column: Löwdin charge in e.
Cartesian coordinates (Å):
N -0.59 -2.29 -0.30  0.1557
C -0.80 -1.01 0.14  -0.5319
O -1.89 -0.50 0.28  0.0821
C 0.77 0.18 -1.05  0.1285
C 0.36 1.58 -0.60  -0.2078
C 0.34 1.19 0.89  -0.1371
C 0.52 -0.25 0.39  -0.2898
H -1.40 -2.73 -0.70  0.1124
H 0.27 -2.40 -0.83  0.0960
H -0.58 1.92 -1.03  0.1241
H 1.14 2.27 -0.94  0.1117
H -0.59 1.39 1.44  0.1055
H 1.20 1.56 1.46  0.1067
H 1.25 -0.93 0.86  0.1439

Its total energy is -324.57870 Ha.